DFT (the ωB97M-V functional and the def2-TZVPD basis) results for C44H44GeI2N5OS2Tc as an isolated structure.

Results
- frontier orbital gap (spin up / spin down) (eV) = 4.524 / 4.522
- LUMO energy (spin up / spin down) (Eh) = -0.26852 / -0.26859
- HOMO level (spin up / spin down) (eV) = -11.83 / -11.83
- total charge = +2

The geometry in XYZ format:
```
100
Properties=species:S:1:pos:R:3:mulliken_charge:R:1
H -2.4092 -0.0109 3.8685 0.40
C -1.5846 -4.6652 4.2145 -0.75
Tc 0.6145 -0.1532 -2.0211 -0.20
C -0.1877 2.6539 -2.9699 -0.44
C -4.2617 -0.6253 2.9216 -1.25
H -2.0441 -2.8193 -3.0317 0.79
C -0.1321 4.9520 2.9377 -1.02
H -4.3537 1.6029 0.0750 0.63
C 3.0810 4.5247 -0.5031 -0.94
H 1.1065 3.8798 -0.9712 0.48
C -2.3820 3.8465 1.7160 0.83
C -0.7583 -4.7571 -2.2447 -0.55
N -1.5376 -4.1365 2.8590 -0.10
H -3.7758 1.7153 -3.7115 0.55
C -1.8609 1.0918 -2.9899 0.80
C 0.8946 -0.1038 1.8054 -1.08
I 4.0598 -4.3984 -2.0369 0.16
N 2.6227 0.4516 -2.5516 1.02
H 0.2370 -0.9666 1.7211 -0.22
H -1.5993 -1.3804 -1.0779 -1.18
C 5.1588 1.1719 -3.4712 -0.69
H -4.5874 -1.3254 2.1541 0.25
S 4.7219 -1.1420 0.4361 -0.02
C 3.5880 -0.9775 -0.8516 1.22
H -1.8152 -4.8693 -2.4418 0.42
H 6.1419 1.4558 -3.8162 0.50
Ge 0.6775 1.0762 0.2338 2.30
H -0.6371 -2.0697 -3.7593 0.35
C 3.8458 -2.4293 1.1314 -0.45
C 2.7201 -2.7445 0.4313 -0.58
N -1.2829 -1.1322 -2.0195 1.17
C 0.0240 -5.8802 -2.0292 -0.86
H 5.2795 2.8554 1.4454 0.47
C -2.2258 1.4947 0.2381 0.17
H 1.8801 1.5788 -4.1054 0.67
H -2.9496 -5.5502 5.6262 0.36
C -1.0221 2.0591 0.6903 0.50
H -4.7525 -0.8835 3.8579 0.41
C -1.0228 3.6356 -3.4770 -1.51
C 4.3770 3.0656 0.8859 -0.87
H -4.5892 0.3761 2.6388 0.35
H -3.2224 -0.2678 -2.0625 0.42
H 5.8770 -0.0943 -1.8953 0.56
H -3.3132 -5.9319 3.9439 0.31
H -3.7001 -4.3383 4.5864 0.27
N -0.5806 1.3958 -2.7301 0.49
C 1.9744 -4.4785 -1.8982 -0.48
C 2.7873 1.2413 -3.6228 -0.54
H -2.2595 -0.3441 2.1419 -0.51
H 5.0736 4.9613 0.1673 0.44
H 2.9681 5.4617 -1.0316 0.47
H 0.8477 2.8606 -2.7380 1.02
C -1.0722 -2.3761 -2.7962 -1.54
C 3.7398 -0.0383 -1.9579 0.63
C 2.0414 3.6088 -0.4882 0.00
I -0.8522 -7.7682 -1.9583 0.19
H 0.7408 5.3650 3.4223 0.47
C -3.5388 3.2675 1.1704 -0.92
N -2.2573 -2.0011 3.3683 0.00
H 4.2003 -2.8875 2.0382 0.54
C 3.3282 2.1541 0.8964 0.02
C 5.0124 0.3208 -2.3934 -1.00
C -2.3378 3.3099 -3.7605 -0.62
H -3.0194 4.0436 -4.1653 0.47
H -1.4371 -4.7977 2.1043 0.24
C -2.7565 2.0164 -3.5101 -1.03
H -0.6413 4.6312 -3.6474 0.52
S -1.9539 -2.6022 0.7929 -0.21
C -2.3226 -0.3088 -2.6850 -1.16
H -2.3183 -2.2920 4.3328 0.25
C 1.1515 -3.3521 -1.9248 0.61
C -3.4593 2.0751 0.4557 -1.78
H -2.1888 0.5491 -0.2929 -0.24
C -2.4839 5.0095 2.5029 -0.79
H 4.0734 2.2709 -4.9793 0.51
H 3.4335 1.2508 1.4811 0.50
H -1.2061 -3.9080 4.9072 0.33
H 1.9162 -0.4488 1.9207 0.52
H -0.8641 -5.4825 4.2593 0.41
H -3.4584 5.4596 2.6414 0.46
C -0.0099 3.8046 2.1502 -0.48
C -1.9295 -2.9183 2.4568 0.27
H -1.4424 6.4537 3.7136 0.42
C -0.2112 -3.4787 -2.2225 0.17
C 2.6096 -1.9283 -0.7162 -0.94
C -1.3598 5.5638 3.1063 -0.77
C 1.3970 -5.7429 -1.9177 -0.15
O 1.6555 -2.0725 -1.7066 0.01
H 2.0272 -3.5247 0.6993 0.59
C -2.9705 -5.1470 4.6163 -0.92
C 4.0182 1.6266 -4.1150 -1.08
H -2.6231 -0.7892 -3.6200 0.75
H -4.4930 3.7467 1.3447 0.44
C -1.1178 3.2345 1.5015 0.87
H 2.0308 -6.6153 -1.8612 0.42
C -2.7465 -0.6665 3.0635 0.17
C 4.2611 4.2484 0.1751 -0.71
H 0.6118 0.4649 2.6943 0.52
C 2.1525 2.3933 0.1890 0.03
H 0.9596 3.3448 2.0456 0.45
```



DFT (the ωB97M-V functional and the def2-TZVPD basis) results for C5H10O2 as an isolated structure.

Results
- frontier orbital gap (eV) = 10.320
- LUMO energy (Eh) = 0.02731
- HOMO level (eV) = -9.58

The geometry in XYZ format:
```
17
Properties=species:S:1:pos:R:3:mulliken_charge:R:1
O 1.5428 1.9874 0.1716 -0.43
H -0.5994 -1.8236 1.4274 0.29
H 1.2914 -0.6894 -0.3876 0.33
O -1.2488 -1.0010 1.6872 -0.55
H 0.3626 1.9815 -1.5714 0.26
H -1.5164 0.5079 -0.6575 0.36
C 0.8201 1.0017 0.9277 -0.43
H 1.9753 1.2338 -1.7480 0.27
H -0.8578 -0.8209 -1.6284 0.32
H -2.2502 -1.8534 0.0702 0.37
C 1.1349 1.3864 -1.0610 -0.50
C 0.5875 0.1495 -0.3304 0.10
C -0.8163 -0.3382 -0.6459 -0.78
H -0.0989 1.4060 1.3674 0.28
H 1.4289 0.5597 1.7235 0.27
C -1.3123 -1.3606 0.3358 -0.38
H -0.4434 -2.3269 0.3193 0.21
```



DFT (the ωB97M-V functional and the def2-TZVPD basis) results for C38H38F3N2O3SSiY as an isolated structure.

Results
- frontier orbital gap (eV) = 8.341
- LUMO energy (Eh) = 0.01881
- HOMO level (eV) = -7.83

The geometry in XYZ format:
```
87
Properties=species:S:1:pos:R:3:mulliken_charge:R:1
C 0.9341 -2.9891 -0.9968 -0.05
H -7.2013 -1.3826 0.6322 0.42
H -4.7896 3.2264 -1.5590 0.30
C 1.9171 1.8224 -3.8841 -0.29
C -0.0755 -3.2037 4.6303 -0.70
C 1.2818 1.5832 -2.6391 0.87
H 3.9819 -0.0011 7.0352 0.40
H -2.1746 -2.2695 -2.1139 0.34
C 2.3422 0.9986 4.2344 0.55
H -3.0640 4.9647 1.1727 0.58
C -0.7058 -3.4612 0.6928 -0.22
C 0.4039 -2.1630 3.8587 -0.50
H -3.1230 1.3797 1.9348 0.08
C -2.3417 1.6354 2.6525 -0.73
C -6.4144 1.6154 -0.7153 -0.88
C -1.4277 -1.6586 5.8452 -0.83
F 2.6296 3.9158 -4.6889 -0.27
H -1.3604 -3.7629 6.2523 0.40
H -3.5050 3.2889 0.8780 -0.17
H -2.7447 -3.1268 0.1371 0.37
C 1.6298 3.0058 -4.7650 0.65
C 3.7377 0.6029 6.1716 -0.74
H -2.1638 2.8996 4.4011 0.29
C -0.0631 -2.5042 -1.8330 -0.90
C 4.4792 1.7360 5.8855 -0.47
H -3.2281 4.7438 3.5363 0.35
O -2.3048 0.4383 -1.4381 -0.69
C -2.9284 2.6043 3.6799 -0.89
C -0.9938 -2.9553 5.6348 -0.61
C -0.0090 -0.8496 4.0597 0.75
H -4.7324 -1.6119 0.5226 0.37
C -1.4726 3.5833 1.5043 -0.82
H -1.2694 0.3863 5.2818 0.45
C 4.1603 2.5024 4.7773 -0.68
S 0.1647 2.6221 -1.8794 -0.59
H 0.2748 -4.2109 4.4553 0.47
F 0.4966 3.6594 -4.5380 -0.22
H -3.7077 2.0820 4.2378 0.52
H 5.2990 2.0236 6.5269 0.38
H 2.2483 0.4622 1.0284 0.37
Si 0.8989 0.5059 3.0831 0.20
C 3.1055 2.1323 3.9642 -0.49
H -2.0289 0.7096 3.1342 0.29
H 1.3941 -3.8425 0.9059 0.44
H 2.8238 -1.1455 -1.7049 0.56
H 1.9560 -3.0469 -1.3423 0.67
O -4.2482 2.4899 -1.2417 -0.43
C 0.0079 2.1931 2.7813 -1.69
Y -0.3703 0.4756 -0.1210 -0.14
O -2.3843 -0.4115 0.5787 -0.49
H 1.6107 -1.1294 1.3431 0.51
C 2.8949 0.9518 -4.3321 -0.46
C -4.4380 0.2877 -0.3707 -0.06
C 0.6132 -3.4550 0.2675 -0.71
H -1.0864 3.7407 0.4883 0.22
C -2.9629 0.0987 -0.4267 1.19
C -5.0330 1.4793 -0.8056 1.09
C 1.3500 -0.0709 1.3543 -1.10
H 4.0627 -0.7909 -3.8419 0.43
F 1.5918 2.6453 -6.0699 -0.28
H -0.2010 2.7262 3.7189 0.39
H 3.3660 1.1181 -5.2907 0.46
C 2.5783 -0.3219 -2.3612 -0.31
C -3.4973 3.8455 2.9750 -0.92
H 2.8742 2.7378 3.1000 0.33
C -7.1892 0.5858 -0.2158 -0.56
C -1.3914 -2.5642 -1.4290 -0.06
C -0.9382 -0.6203 5.0697 -0.05
H -4.5873 3.7966 2.9448 0.31
N 1.5988 0.4644 -1.9400 0.19
H -8.2608 0.7023 -0.1752 0.40
C -1.7114 -3.0501 -0.1674 -0.54
H 1.1426 -2.3697 3.1010 0.49
C 3.2688 -0.1277 -3.5419 -1.25
H -0.9502 -3.8108 1.6841 0.44
H 2.1070 -0.6422 5.5866 0.27
H -6.8787 2.5383 -1.0364 0.33
C -6.5978 -0.5837 0.2333 -0.92
H 4.7358 3.3887 4.5494 0.41
H 0.1821 -2.1510 -2.8264 0.37
C -5.2255 -0.7204 0.1674 -0.27
H -0.9426 4.2690 2.1798 0.29
N -1.1866 2.1803 1.9181 1.87
H 0.7570 2.7936 2.2580 0.85
C -2.9525 3.9457 1.5475 -0.23
C 2.6822 0.2425 5.3537 -0.12
H -2.1389 -1.4590 6.6331 0.40
```



DFT (the ωB97M-V functional and the def2-TZVPD basis) results for a 10-piece molecular cluster, C18H30F4N6O24 overall.

Results
- frontier orbital gap (eV) = 9.705
- LUMO energy (Eh) = -0.02755
- HOMO level (eV) = -10.45
- SMILES = O=C1OC[C@@H](F)O1.O=C1OC[C@@H](F)O1.O=C1OC[C@@H](F)O1.O=C1OC[C@@H](F)O1.C[N+](=O)[O-].C[N+](=O)[O-].C[N+](=O)[O-].C[N+](=O)[O-].C[N+](=O)[O-].C[N+](=O)[O-]

The geometry in XYZ format:
```
82
Properties=species:S:1:pos:R:3:mulliken_charge:R:1
H -3.1620 0.1765 4.3358 0.27
F -2.3080 0.8697 -5.8134 -0.33
C 0.8410 1.2490 0.4788 -0.53
H 6.2076 -1.9633 -0.8451 0.29
O -2.2519 -4.9485 -0.4030 -0.50
O 2.8947 -3.5561 1.2940 -0.27
H -2.0780 4.3658 0.3581 0.13
O -2.2000 0.9677 -1.0991 -0.54
F 0.0312 -0.2390 2.0918 -0.32
O -4.8646 1.9399 -5.0749 -0.43
N 1.9321 -0.3736 5.2420 0.90
O 4.5260 0.4408 1.5648 -0.51
H -1.5525 -2.4873 1.3214 0.05
H -1.3048 -0.8982 -3.2643 0.22
O -4.6301 4.1820 -5.5607 -0.57
C -1.2405 0.7999 -0.3458 0.19
O -3.4804 3.6268 -2.3079 -0.62
C -2.6115 1.5213 -4.6880 0.89
O 1.6162 0.5023 4.4952 -0.47
C 5.9649 -0.9497 -1.1641 0.39
O 2.6414 -4.8069 -0.4404 -0.33
F 0.4000 -4.4539 -0.3336 -0.21
N -2.4909 1.8662 3.2078 1.02
O 3.8367 4.5632 1.4933 -0.56
O 2.7170 3.9296 -0.1954 -0.53
H 4.2965 -1.8800 -2.0339 0.33
N -2.3338 -4.4098 0.7107 0.95
H 1.1873 -0.8061 0.6734 -0.15
O -2.4255 -5.0252 1.7917 -0.59
O -1.5015 4.3565 -1.7302 -0.60
H -3.7558 4.7240 0.0574 0.34
O 1.5401 -0.5771 6.3719 -0.54
C -2.3261 0.8753 4.3024 -0.57
H 1.7646 -4.8980 2.4831 0.34
H 4.3035 -0.1297 -2.2794 0.45
H -1.9119 1.2616 -3.8936 0.00
H 1.1680 1.7538 1.3879 0.29
H 1.3082 5.8721 0.7898 0.31
O -0.6938 -0.3637 -0.1072 0.30
C 1.6524 -4.2887 1.5863 -0.15
H -2.8353 -1.1836 -2.3926 0.32
H -4.2296 1.2763 -3.3388 0.25
O 5.9411 -0.1147 -0.0609 -0.36
H -4.4281 0.0929 -4.5597 0.29
F 6.7296 -0.5378 -2.1347 -0.29
H 3.5896 -1.6742 5.5961 0.37
C -4.1492 3.0929 -5.2782 0.61
H -1.3725 0.4083 4.0561 0.11
N 2.7723 4.4783 0.8964 0.94
O -3.9452 -2.1522 -4.2823 -0.57
H -2.1854 1.4301 5.2300 0.30
H -1.4989 -2.3824 -2.4011 0.38
H -3.1305 2.9678 0.1969 0.25
C -4.0335 1.0956 -4.3957 -0.30
H 0.7139 4.3232 1.4906 0.12
C 3.4489 -3.9622 0.1767 0.60
H -3.3577 -2.6492 1.0141 0.41
O -2.0925 2.9739 3.4007 -0.57
C -2.3462 -2.9246 0.7156 -0.24
N -2.7091 -2.2340 -4.1884 1.00
C -2.9725 3.9922 -0.1403 -0.71
O -3.0735 1.4092 2.2465 -0.52
O 4.5415 -3.5585 -0.2416 -0.60
C 2.9926 -1.3347 4.7497 -0.71
O 3.7284 -0.5762 -0.4039 -0.14
C -2.0480 -1.6461 -2.9880 -0.80
C 0.3403 -0.1321 0.8013 0.66
C 1.5395 5.0335 1.4466 -0.60
N -2.6147 3.9477 -1.5048 1.19
H 3.7490 -0.6969 4.2924 0.28
H 1.1445 -6.0499 0.6042 0.30
C 1.4239 -5.0374 0.3128 0.39
O -0.3761 1.8154 0.0486 -0.03
H -2.2343 -2.4952 -0.2800 -0.15
H 2.5808 -2.1683 4.1809 0.18
H 1.8182 5.3994 2.4348 0.32
H 1.5783 1.2156 -0.3233 0.13
O -2.8557 2.8224 -5.0958 -0.34
C 4.4825 -0.9206 -1.5511 -0.79
H 0.9538 -3.4786 1.7952 -0.07
O -1.9546 -2.6489 -5.0286 -0.58
C 4.6688 -0.0055 0.4458 0.64
```